# 1
{
  "formula": "C10H12NOP",
  "method": "ωB97M-V/def2-TZVPD",
  "e_above_lowest_ev": 5.363,
  "homo_ev": [-7.8, -8.3],
  "max_force_ev_per_a": 2.764,
  "elements": ["H", "C", "O", "H", "C", "H", "C", "H", "N", "C", "C", "H", "C", "H", "H", "C", "H", "H", "C", "C", "C", "P", "H", "H", "H"],
  "coordinates": [[1.577, -0.666, 2.233], [-4.508, -1.844, -0.257], [1.762, -2.957, -0.203], [1.551, 1.146, 1.294], [-3.547, -1.660, -1.227], [3.176, -1.369, 1.823], [2.619, 0.707, 1.034], [-4.794, -2.091, 1.900], [-3.013, -1.036, 1.268], [-2.177, -0.940, 0.350], [3.875, 1.323, -1.191], [2.197, -0.357, -2.028], [-2.253, -1.270, -0.966], [-3.788, -1.975, -2.258], [-5.445, -2.332, -0.632], [2.369, -0.772, 1.522], [3.346, 1.424, 1.468], [4.215, 0.619, -1.961], [2.167, -0.357, -0.957], [2.868, 0.612, -0.395], [-4.244, -1.604, 1.089], [1.363, -1.526, 0.151], [3.559, 2.331, -1.646], [-1.456, -1.351, -1.654], [4.737, 1.480, -0.534]],
  "nbo_charge": [0.2259, -0.2713, -0.9385, 0.2192, -0.1604, 0.2458, -0.4497, 0.2176, -0.4415, 0.2792, -0.6469, 0.2208, -0.3184, 0.2172, 0.2234, -0.7207, 0.2254, 0.2301, -0.5847, 0.0522, 0.0305, 1.4597, 0.2314, 0.2343, 0.2192]
}



# 2
{
  "formula": "C10H12O",
  "method": "ωB97M-V/def2-TZVPD",
  "e_above_lowest_ev": 3.009,
  "smiles": "CC(C)/C=C1\\C=CC=CC1=O",
  "homo_ev": [-8.4, -8.4],
  "max_force_ev_per_a": 5.782,
  "elements": ["C", "H", "H", "O", "H", "C", "H", "H", "C", "C", "H", "H", "C", "C", "H", "C", "C", "H", "C", "C", "H", "H", "H"],
  "coordinates": [[1.648, 0.940, -0.924], [-1.458, -4.681, 1.245], [0.165, 0.853, 1.632], [0.054, -0.915, 3.379], [-0.816, -3.410, 3.237], [-1.070, -3.577, 1.184], [-0.473, 3.071, -0.968], [2.367, 1.033, 0.008], [-0.054, 0.375, 0.742], [-0.898, -1.648, -0.106], [-0.445, 0.617, -1.245], [1.853, 1.782, -1.697], [-0.287, -1.513, 2.364], [-0.286, -0.921, 0.983], [-1.175, -1.193, -1.005], [-0.215, 2.542, -0.164], [0.168, 1.078, -0.580], [0.772, 3.108, 0.169], [-0.789, -2.926, 2.349], [-1.262, -2.936, -0.035], [1.668, -0.073, -1.424], [-1.066, 2.611, 0.519], [-1.772, -3.514, -0.719]],
  "nbo_charge": [-0.6027, 0.2086, 0.2069, -0.5608, 0.2120, -0.1422, 0.2018, 0.2313, 0.0493, -0.1466, 0.2079, 0.2164, 0.5091, -0.2240, 0.1978, -0.5918, -0.2845, 0.2101, -0.2931, -0.2579, 0.2228, 0.2176, 0.2122]
}



# 3
{
  "formula": "C10H12O2S",
  "method": "ωB97M-V/def2-TZVPD",
  "e_above_lowest_ev": 3.716,
  "homo_ev": -8.4,
  "max_force_ev_per_a": 5.231,
  "elements": ["H", "H", "O", "H", "C", "H", "C", "C", "O", "C", "C", "C", "H", "C", "C", "H", "H", "S", "H", "H", "C", "H", "H", "H", "C"],
  "coordinates": [[3.661, -0.031, 1.822], [-3.272, -2.331, 1.166], [4.262, 0.229, 1.160], [2.655, -1.412, 1.399], [-1.720, 0.791, -0.345], [4.608, -0.615, -0.779], [-3.564, -0.293, 0.532], [-2.866, -1.481, 0.713], [1.130, -0.610, -1.847], [4.029, -0.693, 0.199], [0.479, 1.741, -0.580], [-0.978, 1.906, -0.967], [-1.455, 2.790, -0.485], [3.055, -1.567, 0.390], [-3.078, 0.827, -0.066], [-3.683, 1.705, 0.017], [-1.154, 1.891, -2.058], [0.859, -0.070, -0.468], [0.847, 2.288, 0.275], [-0.838, -2.432, 0.393], [-0.918, -0.340, -0.088], [2.839, -2.426, -0.286], [-4.671, -0.367, 0.850], [1.190, 2.058, -1.398], [-1.417, -1.559, 0.449]],
  "nbo_charge": [0.4639, 0.2122, -0.6708, 0.1701, -0.0020, 0.1971, -0.1875, -0.2136, -0.9656, 0.1376, -0.6054, -0.4484, 0.2249, -0.5455, -0.2219, 0.2235, 0.2415, 1.2411, 0.2370, 0.2261, -0.2456, 0.2432, 0.2148, 0.2463, -0.1729]
}



# 4
{
  "formula": "C10H12O5Sn",
  "method": "ωB97M-V/def2-TZVPD",
  "total_charge": 2,
  "homo_ev": [-14.8, -14.9],
  "max_force_ev_per_a": 11.296,
  "elements": ["C", "H", "H", "C", "C", "C", "H", "H", "C", "H", "O", "H", "H", "H", "H", "O", "H", "C", "H", "Sn", "C", "O", "C", "H", "O", "O", "C", "C"],
  "coordinates": [[1.102, -2.344, -2.155], [-1.448, 0.997, 2.376], [-0.784, 3.529, 0.785], [0.349, 0.163, -2.139], [-1.468, -1.425, -0.943], [-1.199, 1.607, -0.104], [-1.341, 2.085, -1.096], [0.316, -2.457, -2.894], [-0.792, 1.864, 2.129], [2.042, -1.941, -2.517], [0.125, 1.092, 0.067], [0.218, -3.698, -0.744], [-2.459, 2.932, 1.154], [0.907, 0.524, 2.009], [1.944, -3.182, -0.367], [-2.552, -1.741, -1.174], [-1.964, 0.817, 0.049], [1.048, -3.034, -0.959], [1.217, 2.177, 1.421], [0.311, -0.873, -0.544], [0.462, 1.360, 1.436], [3.184, -0.026, 0.076], [-1.402, 2.626, 0.998], [-0.603, 2.451, 3.052], [0.121, -2.227, 2.188], [0.360, 0.818, -3.088], [0.200, -1.734, 1.149], [2.105, -0.357, -0.165]],
  "nbo_charge": [-0.4852, 0.2147, 0.2398, 0.3349, 0.2407, -0.1119, 0.2518, 0.2792, -0.4347, 0.2741, -0.6035, 0.2792, 0.2814, 0.2188, 0.2748, -0.2659, 0.1951, -0.4018, 0.2413, 1.4346, -0.1226, -0.2595, -0.4330, 0.2875, -0.2862, -0.2889, 0.2509, 0.3943]
}